C3H6ClN2 | ωB97M-V with the def2-TZVPD basis set

```
12
Properties=species:S:1:pos:R:3:forces:R:3
H 1.51024 -1.04645 0.33949 -1.369 0.752 -0.437
H -1.27689 0.54846 -1.29022 -0.522 -0.100 -0.824
C -0.64682 -0.91628 0.26453 -1.953 -0.405 0.394
Cl -3.22803 0.07639 0.08232 1.921 -0.046 -0.820
H -0.64263 -1.85667 -0.33640 -0.368 0.218 0.472
H -1.22434 -1.13402 1.27734 2.094 0.358 -1.402
H 0.01144 2.65024 -0.10206 0.509 1.872 -0.223
C 0.96938 0.91116 0.05315 1.401 0.135 0.081
N 0.01014 1.70825 0.13782 -2.147 -1.816 0.007
H 2.05323 1.17135 -0.10487 -1.069 -0.202 0.244
N 0.70466 -0.41271 0.12413 1.394 -1.525 0.811
C -1.61030 -0.01219 -0.44291 0.108 0.757 1.698
```
Forces are in eV/Å.

Its net charge is +1. Its relative energy (zero: lowest compared OMol25 entry of this formula, charge and spin) is 57.96 kcal per mole. Its max |F| is 2.812 eV Å⁻¹. The LUMO energy comes out at -6.3 eV. The calculation puts the gap between HOMO and LUMO at 8.163 eV.

Results of the Mulliken charge analysis, in e, for atoms 1 through 8:
1 H 0.29
2 H 0.41
3 C -0.38
4 Cl 0.05
5 H 0.34
6 H 0.33
7 H 0.22
8 C 0.10